DFT (ωB97M-V/def2-TZVPD) results for a cluster of 9 separate species, C60H39BrO18 in total at a distorted geometry.

Values from the calculation:
Net charge = 0
Kohn-Sham gap = 5.81 eV
SMILES = C=Cc1cccc2c1C(=O)C(Br)=CC2=O.O=C1C=CC(=O)C=C1.O=C1C=CC(=O)C=C1.O=C1C=CC(=O)C=C1.O=C1C=CC(=O)C=C1.O=C1C=CC(=O)C=C1.O=C1C=CC(=O)C=C1.O=C1C=CC(=O)C=C1.O=C1C=CC(=O)C=C1
HOMO energy = -0.286 hartree

XYZ file:
```
118
C60H39BrO18 ωB97M-V/def2-TZVPD
C -9.247 7.060 1.739
C -3.278 -4.942 8.782
H 5.143 -6.914 -0.727
H 5.731 4.947 -7.006
H -0.421 4.168 4.610
H -1.009 -1.760 1.688
C 5.186 -3.107 -6.475
H -0.267 -4.801 -6.446
H 9.303 -7.519 0.427
C 2.729 3.177 -6.806
O 1.162 -0.718 1.038
H 4.486 5.108 4.131
C 2.949 3.552 4.184
C -1.550 -1.195 2.436
C 7.036 -4.595 -5.471
H -9.784 9.099 1.955
O 1.593 6.520 -6.438
C 4.183 3.403 -6.950
C 7.169 -7.249 0.029
H -8.181 7.222 1.633
C 4.311 -0.544 -6.317
O 0.484 -2.557 -4.754
H -6.138 3.028 0.414
C 2.643 -2.630 -5.893
C 8.595 -7.290 -0.359
C 7.992 -6.743 -2.672
C 4.663 4.800 -6.900
C 1.326 -2.728 -1.886
H -3.802 6.079 3.646
C -3.099 0.114 4.447
O -5.996 6.942 2.558
C -5.525 5.844 2.316
C -2.025 0.831 3.729
H -4.161 -1.700 4.695
H 2.478 -4.956 0.544
H 0.816 4.048 -6.534
C 2.908 -1.114 -5.953
C 6.410 -4.131 -6.707
C 8.978 -7.053 -1.615
O 3.728 2.630 4.025
C 6.183 -6.939 -1.028
H 4.154 6.847 -6.697
C -1.271 0.081 2.703
C -4.415 3.262 1.743
C 0.645 4.325 4.502
H 10.018 -7.078 -1.916
H -1.962 -2.481 6.746
O -4.373 -1.526 6.824
O -8.926 4.736 1.523
O -2.951 -5.958 9.365
H 2.078 -0.371 -5.726
C 0.827 -4.619 -6.200
C 1.871 -5.566 -6.455
C 1.880 -2.956 0.908
H -7.096 5.266 0.915
C -5.019 -3.313 8.213
H -6.028 -2.922 8.253
H -0.487 0.621 2.187
H -5.362 -5.004 9.444
O 0.336 6.647 4.715
C -2.625 -1.913 3.154
C -6.184 4.918 1.371
C 2.364 5.593 -6.591
O 2.045 -4.965 -2.015
H 1.170 2.283 4.289
C -4.046 -2.544 7.409
C 1.365 -1.693 0.336
C -2.305 -4.172 7.977
C 1.884 4.195 -6.640
C 3.818 5.818 -6.734
H -13.084 6.255 2.107
O 8.341 -6.529 -3.819
H -3.641 0.679 5.195
C 3.420 4.953 4.238
C 1.105 -1.660 -1.118
O -1.771 1.999 3.973
H 2.393 2.148 -6.844
H 6.435 -5.360 -4.877
C 1.842 -3.990 -1.314
C -11.161 5.411 1.827
C -11.556 7.820 2.056
C 1.498 3.314 4.330
O -2.878 -3.079 2.911
H -11.483 4.377 1.785
C 3.780 -3.668 -6.156
C -2.662 -3.057 7.339
C 3.404 -5.215 -6.074
C -3.756 4.189 2.688
C -5.668 3.718 1.104
H 0.729 -0.727 -1.521
H -2.839 3.839 3.146
H 1.140 -2.721 -2.954
H 2.066 -2.962 1.975
H -1.296 -4.563 7.937
C -10.106 8.066 1.912
H 6.783 -4.441 -7.741
H 6.499 -1.215 -6.848
C -12.019 6.417 2.000
C 1.115 5.725 4.556
C -4.662 -4.428 8.851
O 6.820 -7.463 1.175
Br 1.314 -7.258 -7.317
C -9.710 5.656 1.683
C 1.205 -3.217 -5.547
H 4.517 0.579 -6.377
C 6.566 -6.703 -2.283
O -12.340 8.737 2.216
C -4.272 5.389 2.955
H 8.021 -4.197 -5.066
H 5.857 -6.473 -3.069
O -3.944 2.165 1.500
C 2.101 -4.024 0.141
C -3.379 -1.161 4.180
H 2.894 6.995 4.452
O 4.956 2.474 -7.103
O 4.200 -6.119 -5.706
C 5.449 -1.565 -6.578
C 2.567 5.963 4.411
```

Atom charges from the Mulliken analysis, given in e for atoms 1 to 8:
1 C -0.073
2 C 0.326
3 H 0.519
4 H 0.418
5 H 0.403
6 H 0.327
7 C 0.770
8 H 0.387



DFT (ωB97M-V/def2-TZVPD) results for the molecule C5H8O2.

Values from the calculation:
Net charge = 0
Kohn-Sham gap = 9.62 eV
HOMO energy = -0.325 hartree
Energy relative to the best compared isomer or geometry (same formula, charge and spin) = 375.8 kJ/mol

XYZ file:
```
15
C5H8O2 ωB97M-V/def2-TZVPD
C 1.656 -0.655 -0.790
H 1.475 -1.284 -1.661
C -0.851 -0.014 -0.773
C -1.723 -0.933 0.048
H 1.626 0.510 1.638
O 1.483 0.742 -0.999
C 0.592 0.435 1.293
H -2.739 0.676 0.325
H -0.777 -0.432 -1.785
H 0.104 1.402 1.462
O -2.729 -0.281 0.566
H 2.519 -0.931 -0.185
H 0.071 -0.321 1.892
H -1.252 1.019 -0.861
C 0.545 0.068 -0.171
```

Atom charges from the Mulliken analysis, given in e for atoms 1 to 8:
1 C -0.721
2 H 0.270
3 C -0.414
4 C -0.433
5 H 0.417
6 O -0.497
7 C -1.465
8 H 0.318



DFT (ωB97M-V/def2-TZVPD) results for a cluster of 2 separate species, BH3OS in total at a distorted geometry.

Values from the calculation:
Net charge = 0
Kohn-Sham gap (alpha / beta) = 7.70 / 9.38 eV
HOMO energy (alpha / beta) = -0.359 / -0.372 hartree
Energy relative to the best compared isomer or geometry (same formula, charge and spin) = 370.0 kJ/mol

XYZ file:
```
6
BH3OS ωB97M-V/def2-TZVPD
H 1.351 3.099 -0.072
O -0.100 -1.527 0.135
S 1.342 0.535 0.060
B -0.261 -0.235 0.055
H -1.420 0.090 -0.026
H -0.911 -1.962 -0.152
```

Taken from the Mulliken analysis, the atomic charges in e are:
1 H 0.037
2 O -0.439
3 S -0.211
4 B 0.360
5 H -0.071
6 H 0.323



DFT (ωB97M-V/def2-TZVPD) results for a cluster of 9 separate species, C3H26NO9 in total at a distorted geometry.

Values from the calculation:
Net charge = +1
Kohn-Sham gap = 11.56 eV
HOMO energy = -0.519 hartree
Energy relative to the best compared isomer or geometry (same formula, charge and spin) = 41.8 kJ/mol

XYZ file:
```
39
C3H26NO9 ωB97M-V/def2-TZVPD
H 2.693 1.613 -1.173
H -2.178 -2.040 -0.916
H -0.936 -1.783 -1.824
H -0.076 0.565 -1.240
H -0.218 -0.488 0.042
H -0.746 -2.684 2.365
O -1.222 2.523 1.958
H -2.513 0.390 0.022
H 3.546 0.143 -2.026
H -2.571 -1.496 1.259
O -1.176 -2.154 -0.957
N 0.435 0.175 -0.403
O -2.017 1.195 -0.213
H 3.464 -1.423 0.042
O 1.332 1.874 1.440
H -0.822 -2.317 0.817
H 2.820 -0.121 1.017
H -1.793 3.282 2.204
H -0.674 1.257 3.173
C 2.546 -0.908 0.320
H -2.612 1.648 -0.805
H 0.854 2.691 1.501
O 1.703 0.797 -2.863
H -4.091 -1.079 0.888
O -0.977 -1.988 1.708
H 2.231 1.186 -3.546
H -0.928 -0.729 -3.916
H -0.407 -0.241 2.927
O -0.556 -0.647 -3.082
O 0.002 0.538 3.296
H 0.333 -0.195 -3.205
H 1.420 -1.357 -1.514
H 1.049 1.367 2.229
H 0.628 0.936 0.306
O -3.200 -1.096 0.524
H 1.969 -1.588 1.007
C 2.516 0.568 -1.697
H -1.551 2.056 1.204
C 1.724 -0.471 -0.871
```

Atom charges from the Mulliken analysis, given in e for atoms 1 to 8:
1 H 0.223
2 H 0.347
3 H 0.313
4 H 0.510
5 H -0.316
6 H 0.291
7 O -0.691
8 H 0.385